Entry 1:
This record from the Open Molecules 2025 dataset describes a 2-piece molecular cluster, C7H19FN2O4P overall in a non-equilibrium geometry. The level of theory is ωB97M-V/def2-TZVPD.

Calculated values
LUMO level = -0.115 hartree
E_HOMO = -12.8 eV
frontier orbital gap = 9.68 eV
net charge = +1

Each line ends with the Löwdin charge.
Geometry (Å):
F -0.733 1.780 0.863  0.056
C -0.938 1.485 -0.453  -0.272
C -1.976 0.401 -0.695  -0.127
N -3.341 0.793 -0.400  -0.035
C -3.738 2.101 -0.893  -0.177
C -2.709 3.183 -0.553  -0.089
N -1.413 2.726 -1.160  0.128
H 0.021 1.204 -0.894  0.162
H -1.903 0.139 -1.757  0.144
H -1.688 -0.483 -0.133  0.136
H -3.583 0.662 0.572  0.125
H -4.684 2.382 -0.440  0.135
H -3.852 2.043 -1.981  0.131
H -2.602 3.235 0.527  0.134
H -2.966 4.172 -0.923  0.138
H -1.621 2.439 -2.121  0.185
H -0.701 3.455 -1.218  0.195
C 1.461 -3.273 1.786  -0.066
O 2.112 -2.990 0.529  -0.202
P 1.932 -1.599 -0.211  0.360
O 0.966 -1.670 -1.312  -0.241
O 3.425 -1.343 -0.687  -0.216
C 4.390 -2.368 -0.923  -0.082
O 1.759 -0.212 0.559  -0.212
C 1.240 -0.121 1.891  -0.102
H 1.727 -4.289 2.060  0.098
H 1.807 -2.596 2.565  0.070
H 0.378 -3.200 1.680  0.095
H 4.084 -3.009 -1.750  0.096
H 4.550 -2.968 -0.029  0.084
H 5.320 -1.869 -1.180  0.092
H 1.859 -0.609 2.643  0.085
H 0.231 -0.539 1.922  0.087
H 1.188 0.938 2.118  0.084



Entry 2:
This record from the Open Molecules 2025 dataset describes a 2-piece molecular cluster, C35H33N3 overall in a non-equilibrium geometry. The level of theory is ωB97M-V/def2-TZVPD.

Calculated values
LUMO level = -0.091 hartree
E_HOMO = -4.9 eV
frontier orbital gap = 2.47 eV
relative energy (zero: lowest compared OMol25 entry of this formula, charge and spin) = 0.3 kcal per mole

Each line ends with the Löwdin charge.
Geometry (Å):
C 5.029 -0.380 -5.902  -0.123
C 5.231 0.959 -5.558  -0.102
C 4.221 1.664 -4.923  -0.064
C 2.997 1.050 -4.602  -0.171
C 1.920 1.794 -3.963  -0.234
N 0.991 1.081 -3.363  0.051
C -0.034 1.273 -2.601  -0.256
C -0.690 0.192 -1.975  -0.235
N -1.304 -0.618 -1.387  0.084
C 1.931 3.262 -3.981  -0.164
C 2.402 4.011 -5.088  -0.055
C 2.333 5.403 -5.103  -0.093
C 1.852 6.081 -3.975  -0.114
C 1.441 5.358 -2.847  -0.094
C 1.452 3.961 -2.867  -0.048
C 2.867 -0.335 -4.808  -0.038
C 3.860 -1.041 -5.498  -0.100
H 5.790 -0.912 -6.467  0.087
H 6.171 1.466 -5.768  0.096
H 4.370 2.706 -4.662  0.100
H -0.462 2.263 -2.386  0.078
H 2.811 3.490 -5.953  0.110
H 2.638 5.956 -5.998  0.100
H 1.805 7.170 -3.972  0.091
H 1.112 5.873 -1.938  0.097
H 1.129 3.407 -1.986  0.094
H 1.977 -0.853 -4.449  0.101
H 3.728 -2.108 -5.716  0.095
C -1.759 -4.809 1.939  -0.025
C -0.401 -4.214 1.575  -0.539
C 0.713 -5.221 1.889  -0.055
C -0.309 -3.800 0.108  -0.023
C -0.215 -2.997 2.452  -0.103
N 0.742 -2.975 3.393  0.175
C 0.753 -1.768 4.078  -0.185
C -0.284 -0.977 3.558  -0.104
C -0.439 0.318 4.053  -0.010
C 0.375 0.739 5.116  -0.068
C 1.403 -0.080 5.614  -0.076
C 1.606 -1.362 5.091  -0.008
C -0.926 -1.759 2.489  -0.067
C -1.968 -1.325 1.660  0.097
C -3.068 -0.516 2.093  -0.196
C -3.509 -0.417 3.447  -0.014
C -4.486 0.505 3.815  -0.027
C -5.035 1.388 2.873  -0.251
C -5.965 2.492 3.294  -0.044
C -4.707 1.213 1.518  -0.020
C -3.762 0.274 1.134  0.015
H -2.563 -4.082 1.779  0.088
H -1.957 -5.709 1.343  0.097
H -1.755 -5.089 3.003  0.096
H 1.709 -4.801 1.694  0.098
H 0.662 -5.566 2.930  0.088
H 0.596 -6.104 1.248  0.099
H 0.638 -3.273 -0.076  0.108
H -0.329 -4.689 -0.536  0.099
H -1.121 -3.137 -0.195  0.058
H 1.386 -3.729 3.605  0.158
H -1.170 0.993 3.611  0.117
H 0.210 1.715 5.576  0.107
H 2.044 0.287 6.411  0.105
H 2.376 -2.040 5.457  0.115
H -1.913 -1.549 0.595  0.065
H -3.055 -1.073 4.192  0.124
H -4.822 0.553 4.856  0.122
H -6.370 2.981 2.402  0.078
H -6.807 2.112 3.886  0.089
H -5.455 3.260 3.895  0.094
H -5.188 1.865 0.780  0.122
H -3.446 0.190 0.091  0.110



Entry 3:
This record from the Open Molecules 2025 dataset describes C4H6S as an isolated structure in a non-equilibrium geometry. The level of theory is ωB97M-V/def2-TZVPD.

Calculated values
LUMO level (spin up / spin down) = 0.000 / 0.000 hartree
E_HOMO (spin up / spin down) = -8.5 / -8.5 eV
frontier orbital gap (spin up / spin down) = 8.56 / 8.56 eV
relative energy (zero: lowest compared OMol25 entry of this formula, charge and spin) = 72.8 kcal per mole

Each line ends with the Löwdin charge.
Geometry (Å):
C -0.704 2.000 -0.046  -0.071
C -0.979 0.744 0.114  -0.033
C 0.711 -0.346 -0.007  -0.635
C 0.493 -1.787 0.001  -0.132
S 2.093 0.551 -0.056  0.694
H -1.470 2.733 -0.182  0.061
H 0.300 2.165 -0.138  -0.052
H -1.814 0.199 0.138  0.013
H 0.242 -1.984 0.952  0.060
H -0.235 -1.989 -0.642  0.047
H 1.362 -2.286 -0.134  0.048



Entry 4:
This record from the Open Molecules 2025 dataset describes one molecule with the formula C4H5N3O in a non-equilibrium geometry. The level of theory is ωB97M-V/def2-TZVPD.

Calculated values
LUMO level = -0.003 hartree
E_HOMO = -9.1 eV
SMILES = N#CC(/C=C/N)=N/O
frontier orbital gap = 9.04 eV
relative energy (zero: lowest compared OMol25 entry of this formula, charge and spin) = 128.4 kcal per mole

Each line ends with the Löwdin charge.
Geometry (Å):
C -0.843 -0.822 -1.303  -0.182
C -0.743 -0.505 -0.032  -0.066
C 0.331 0.189 0.579  -0.378
C 0.017 0.769 1.737  -0.218
H -2.010 -1.740 -2.610  0.144
H -2.917 -0.628 -1.508  0.054
H -0.076 -0.962 -2.089  0.124
H -1.829 -0.356 0.331  0.149
H 3.163 -0.296 -0.451  0.234
N -2.092 -0.796 -2.031  0.034
N 1.572 0.419 0.359  0.034
N -0.278 1.376 2.704  0.187
O 2.085 -0.099 -0.848  -0.117



Entry 5:
This record from the Open Molecules 2025 dataset describes C28H24CuF6NO4P2S2Te as an isolated structure in a non-equilibrium geometry. The level of theory is ωB97M-V/def2-TZVPD.

Calculated values
LUMO level (spin up / spin down) = 0.162 / 0.162 hartree
E_HOMO (spin up / spin down) = 1.5 / 1.5 eV
frontier orbital gap (spin up / spin down) = 2.94 / 2.94 eV
net charge = -2

Each line ends with the Löwdin charge.
Geometry (Å):
Cu 1.021 -0.464 1.827  -0.227
F -2.911 -0.060 4.222  0.102
C -1.977 0.043 5.213  -0.585
F -1.709 1.389 5.418  0.080
F -2.486 -0.470 6.327  0.131
S -0.342 -0.759 4.712  0.645
O 0.143 0.005 3.533  -0.356
O 0.500 -0.734 5.855  -0.258
N -0.826 -2.219 4.294  -0.316
S -0.977 -2.768 2.809  0.626
O -2.252 -2.603 2.164  -0.291
O 0.146 -2.380 1.981  -0.345
C -0.697 -4.676 3.264  -0.588
F -0.556 -5.379 2.109  0.101
F 0.392 -4.796 4.006  0.142
F -1.783 -5.165 3.922  0.095
C -1.443 0.360 -0.257  -0.413
C -1.346 -0.798 -1.238  -0.371
P 0.448 -0.870 -1.692  0.989
C 0.457 -0.509 -3.522  -0.340
C -0.373 -1.305 -4.245  -0.122
C -0.874 -0.824 -5.486  -0.090
C -0.305 0.311 -6.033  -0.131
C 0.741 0.953 -5.400  -0.112
C 1.111 0.587 -4.126  -0.079
C 0.744 -2.658 -1.416  -0.350
C -0.247 -3.647 -1.615  -0.111
C -0.010 -4.909 -1.098  -0.120
C 1.232 -5.283 -0.567  -0.120
C 2.223 -4.320 -0.491  -0.093
C 1.974 -3.004 -0.874  -0.115
P 0.210 1.089 0.266  0.639
C -0.115 2.347 1.557  -0.316
C 0.947 3.191 2.089  -0.112
C 0.700 4.182 2.994  -0.093
C -0.641 4.418 3.435  -0.122
C -1.669 3.550 3.053  -0.130
C -1.378 2.528 2.131  -0.125
C 0.894 2.330 -0.907  -0.428
C 2.048 3.141 -0.714  -0.258
C 2.395 4.158 -1.557  -0.087
C 1.430 4.524 -2.537  -0.129
C 0.278 3.796 -2.726  -0.127
C 0.084 2.609 -2.008  -0.140
H -1.989 0.035 0.650  0.069
H -2.007 1.236 -0.638  0.053
H -1.830 -0.602 -2.202  0.067
H -1.642 -1.767 -0.832  0.060
H -0.784 -2.209 -3.734  0.092
H -1.590 -1.373 -6.066  0.080
H -0.595 0.681 -7.035  0.098
H 1.310 1.713 -5.942  0.103
H 1.781 1.198 -3.573  0.097
H -1.223 -3.393 -2.038  0.091
H -0.803 -5.643 -1.132  0.088
H 1.368 -6.283 -0.086  0.105
H 3.194 -4.557 -0.026  0.106
H 2.700 -2.220 -0.748  0.018
H 1.932 2.939 1.818  0.004
H 1.525 4.792 3.415  0.100
H -0.932 5.208 4.083  0.062
H -2.712 3.707 3.376  0.094
H -2.229 1.872 1.818  0.094
H 2.637 2.990 0.208  -0.039
H 3.319 4.726 -1.473  0.093
H 1.621 5.446 -3.069  0.076
H -0.353 4.035 -3.595  0.094
H -0.736 1.988 -2.334  0.087
Te 2.836 0.568 0.481  0.256



Entry 6:
This record from the Open Molecules 2025 dataset describes one molecule with the formula C19H27FN4O4S in a non-equilibrium geometry. The level of theory is ωB97M-V/def2-TZVPD.

Calculated values
LUMO level = 0.012 hartree
E_HOMO = -8.9 eV
SMILES = CN(C(=O)c1cc(S(N)(=O)=O)n(C)c1)[C@H]1CCCN(C(=O)C(F)=C2CCC2)CC1
frontier orbital gap = 9.27 eV
relative energy (zero: lowest compared OMol25 entry of this formula, charge and spin) = 8.5 kcal per mole

Each line ends with the Löwdin charge.
Geometry (Å):
C -2.751 1.777 1.200  -0.030
N -1.299 1.759 1.150  -0.072
C -0.634 2.944 1.406  -0.403
O -0.890 3.616 2.391  0.073
C 0.497 3.344 0.531  -0.117
C 0.784 3.049 -0.822  0.011
C 1.911 3.759 -1.152  -0.308
S 2.676 3.802 -2.707  0.606
N 4.155 3.118 -2.431  -0.063
O 1.895 2.947 -3.552  -0.291
O 2.964 5.163 -3.065  -0.294
N 2.325 4.483 -0.058  -0.102
C 3.462 5.385 0.000  -0.005
C 1.464 4.236 0.954  0.010
C -0.647 0.619 0.503  -0.285
C -0.651 -0.596 1.456  -0.123
C 0.605 -1.467 1.369  -0.153
C 1.056 -1.775 -0.066  -0.138
N -0.049 -1.891 -1.018  -0.036
C -0.971 -2.889 -0.979  -0.391
O -2.071 -2.792 -1.503  0.077
C -0.620 -4.144 -0.240  -0.143
F 0.659 -4.594 -0.390  0.051
C -1.463 -4.832 0.506  -0.163
C -1.366 -6.167 1.204  -0.103
C -2.914 -6.244 1.108  -0.147
C -2.948 -4.729 0.762  -0.104
C -0.441 -0.664 -1.707  -0.127
C -1.292 0.268 -0.847  -0.127
H -3.060 2.674 1.730  0.091
H -3.183 1.780 0.197  0.085
H -3.148 0.917 1.745  0.093
H 0.241 2.419 -1.504  0.104
H 4.158 2.126 -2.632  0.076
H 4.865 3.613 -2.958  0.076
H 3.574 5.722 1.027  0.094
H 4.367 4.863 -0.306  0.085
H 3.304 6.238 -0.657  0.093
H 1.574 4.706 1.917  0.143
H 0.390 0.917 0.345  0.131
H -0.738 -0.223 2.478  0.123
H -1.540 -1.202 1.263  0.113
H 1.434 -0.968 1.879  0.115
H 0.422 -2.400 1.907  0.107
H 1.670 -0.953 -0.437  0.118
H 1.669 -2.670 -0.091  0.112
H -0.769 -6.939 0.723  0.112
H -1.030 -6.047 2.237  0.117
H -3.221 -6.844 0.253  0.107
H -3.454 -6.570 1.993  0.098
H -3.151 -4.123 1.649  0.118
H -3.567 -4.388 -0.062  0.106
H 0.480 -0.157 -2.006  0.122
H -0.993 -0.944 -2.601  0.127
H -2.258 -0.210 -0.674  0.115
H -1.484 1.179 -1.419  0.115